1.
Formula: C2H10O2S
Source: the Open Molecules 2025 dataset
Level of theory: wB97M-V/def2-TZVPD

```
15
Properties=species:S:1:pos:R:3:forces:R:3
C 1.52397 1.24801 -1.15832 -0.485 -0.102 -0.355
C 0.95176 0.82154 0.19985 -0.149 0.225 -0.315
S -0.82907 1.29734 0.33984 0.227 0.140 0.149
H 0.70358 1.58289 -1.78472 -0.117 0.080 -0.211
H 2.23849 2.06887 -1.15817 0.101 -0.082 0.370
H 1.93941 0.38851 -1.68183 0.241 0.033 0.113
H 1.48301 1.26616 1.03633 -0.015 -0.126 0.036
H 0.96390 -0.25768 0.24866 0.184 -0.100 0.300
H -0.77299 1.82316 1.56921 -0.015 0.050 0.012
O -1.73050 -1.63067 1.83066 0.643 -0.262 0.038
H -1.97313 -0.70869 1.68852 -0.295 -0.103 -0.191
H -2.44906 -2.22479 1.60749 -0.339 0.335 0.008
O -0.37944 -1.65463 -1.06506 -0.627 -0.579 0.063
H -0.92657 -1.53109 -0.27219 0.282 0.212 0.142
H -0.74335 -2.48894 -1.40028 0.363 0.278 -0.158
```
Forces are in eV/Å.

Energy above the lowest of the compared OMol25 structures with the same formula, charge and spin ... 0.2383 eV
HOMO ... -9.158 eV
Net charge ... 0
LUMO ... 0.021 Ha

---

2.
Formula: C12H24N8O2STc
Source: the Open Molecules 2025 dataset
Level of theory: wB97M-V/def2-TZVPD

```
48
Properties=species:S:1:pos:R:3:forces:R:3
Tc 1.06086 0.33732 -0.32717 0.277 -0.291 0.221
N 3.26465 0.78829 0.38656 -0.039 0.211 -0.217
N 3.50765 2.18860 0.22726 -0.151 0.153 0.004
C 2.49744 3.02612 -0.09207 0.279 -0.303 0.233
N 2.60106 4.32253 -0.07061 -0.007 0.001 0.039
N 1.38746 2.32185 -0.45849 -0.026 -0.005 -0.438
N 0.09265 2.73701 -0.51033 -0.106 -0.343 0.192
O -0.61208 1.65677 -0.49451 -0.237 0.541 0.016
O -0.30868 3.83799 -0.55182 0.054 0.061 -0.003
H 3.42869 0.55415 1.36974 -0.108 -0.070 -0.027
H 3.97708 0.29863 -0.16044 -0.017 -0.035 0.030
H 4.42016 2.53194 0.50989 0.000 0.075 -0.034
H 3.44703 4.78782 0.24637 -0.037 0.043 0.011
H 1.82459 4.91365 -0.34568 0.019 0.060 -0.024
C 1.06921 -3.87762 2.51984 -0.304 0.263 0.096
N -0.23332 -3.16674 2.61005 -0.149 -0.441 0.128
C -1.37927 -4.05088 2.99577 0.312 0.350 -0.233
C -0.43361 -1.90990 2.31645 0.109 0.414 -0.377
S 0.88245 -1.14660 1.26370 0.158 -0.240 0.338
N -1.40234 -1.15651 2.78205 -0.316 0.015 0.292
C -1.99267 -1.40576 4.13272 0.268 0.042 -0.375
C -1.92939 0.03528 2.10128 0.155 -0.343 0.058
H 1.06663 -4.62622 3.30840 0.051 -0.053 -0.044
H 1.88986 -3.19209 2.70624 0.048 -0.033 -0.054
H 1.15581 -4.36369 1.55045 0.067 -0.050 -0.002
H -1.24568 -4.97528 2.43905 -0.035 -0.068 0.074
H -2.30664 -3.57427 2.69366 -0.034 -0.102 0.050
H -1.36324 -4.24370 4.06525 -0.030 -0.080 0.011
H -1.31294 -2.03354 4.70055 -0.078 0.023 0.078
H -2.97182 -1.86904 4.04194 -0.041 0.030 0.076
H -2.07522 -0.43400 4.61423 -0.073 -0.018 0.059
H -1.70054 -0.00720 1.04024 -0.007 0.054 0.033
H -1.52292 0.93200 2.56812 -0.052 0.078 -0.048
H -3.01208 0.02484 2.21059 -0.010 0.077 0.031
N 0.83693 -0.05729 -2.64689 0.097 -0.088 -0.203
C -0.20975 0.50001 -3.43401 0.003 -0.079 0.090
C 0.02448 1.69820 -4.15332 -0.009 -0.125 -0.001
C -0.96603 2.18288 -4.95224 -0.331 -0.069 -0.138
C -2.22623 1.48972 -5.03357 0.228 -0.113 0.189
C -2.44648 0.28587 -4.29073 -0.021 0.268 -0.200
C -1.45221 -0.19760 -3.49916 0.091 0.079 0.053
H 0.74201 -1.07628 -2.62838 -0.002 -0.009 -0.020
H 1.74591 0.13334 -3.07427 -0.024 0.090 0.011
H 0.99628 2.17713 -4.11907 -0.014 0.022 0.010
H -0.82261 3.06955 -5.55774 0.029 0.014 0.029
H -3.01312 1.87980 -5.66959 0.007 0.015 -0.021
H -3.39548 -0.22665 -4.38445 0.004 -0.019 0.009
H -1.58456 -1.12043 -2.94586 0.000 -0.001 -0.004
```
Forces are in eV/Å.

Energy above the lowest of the compared OMol25 structures with the same formula, charge and spin ... 0.2738 eV
HOMO (alpha / beta) ... -20.487 / -20.476 eV
Net charge ... +4
LUMO (alpha / beta) ... -0.515 / -0.574 Ha
2S+1 ... 4

---

3.
Formula: C26H30F5FeN6O4S2Si
Source: the Open Molecules 2025 dataset
Level of theory: wB97M-V/def2-TZVPD

```
75
Properties=species:S:1:pos:R:3:forces:R:3
Fe -0.05937 1.29235 0.07500 -1.013 0.796 -0.875
C 3.08450 -2.82855 2.11613 0.073 -0.930 0.499
C 2.17328 -1.61235 2.06441 -0.453 0.544 -0.739
N 1.63744 -1.29049 0.73398 -0.080 0.515 0.229
C 0.82130 -2.30822 0.10863 0.382 -0.488 0.071
C -0.45000 -2.56176 0.89926 -0.616 0.933 0.469
C 2.56097 -0.59832 -0.14526 0.248 -0.261 -0.459
C 2.91070 0.86226 0.26655 0.822 -0.395 -0.794
N 1.81476 1.55024 0.86974 -0.256 -0.288 1.345
C 2.06155 2.08913 2.10305 -0.211 -0.612 -0.267
C 1.05390 1.99784 3.09578 -0.099 0.379 -0.671
F -0.07787 1.30123 2.79500 0.587 0.151 0.285
C 1.09053 2.74376 4.24322 0.279 0.971 -0.151
F -0.04965 2.85319 4.94384 0.118 -0.164 0.480
C 2.20483 3.52790 4.58505 -0.299 -0.676 -0.206
C 3.30622 3.43071 3.74072 -0.700 -0.593 -0.217
F 4.45843 4.02358 4.10480 0.224 0.178 -0.083
C 3.25957 2.72229 2.54000 -0.440 -0.075 0.664
F 4.39851 2.62153 1.81344 0.014 0.533 -0.020
H 3.71790 -2.80765 3.01767 -0.070 0.143 -0.293
H 2.51846 -3.78062 2.20545 0.142 0.530 -0.249
H 3.72876 -2.92039 1.23702 -0.019 0.129 0.089
H 1.32141 -1.75047 2.74020 0.233 0.134 0.039
H 2.70121 -0.70397 2.36668 0.007 -0.159 0.245
H 0.63086 -1.97040 -0.91237 -0.374 0.051 0.184
H 1.37246 -3.25664 0.01512 0.104 -0.206 -0.050
H -0.99128 -1.59967 1.05483 0.374 -0.508 -0.155
H -1.15482 -3.22447 0.40071 0.127 -0.202 -0.169
H -0.24978 -2.96201 1.90718 0.028 -0.033 -0.387
H 3.53677 -1.12958 -0.23973 -0.283 0.069 -0.139
H 2.09260 -0.58270 -1.15003 0.221 0.006 0.566
H 3.79922 0.84637 0.92476 -0.522 -0.129 -0.375
H 3.23589 1.35745 -0.68359 -0.072 -0.192 0.492
H 2.19514 4.16573 5.46099 0.060 -0.123 -0.132
S -0.99444 3.86945 1.59081 0.353 -0.604 -0.028
C -1.26282 4.74491 0.15264 1.242 -1.438 -0.074
C -2.11104 5.82826 0.31192 -2.328 2.850 -0.081
N -2.85777 6.71914 0.42035 1.055 -1.143 -0.010
C -0.72913 4.45893 -1.08503 -0.240 -0.275 1.701
S 0.31130 3.15303 -1.43725 0.537 -0.794 -0.143
C -1.01053 5.32297 -2.12486 -1.010 2.204 -2.929
N -1.27275 6.04891 -3.00561 0.530 -1.068 1.313
C -4.00993 -1.48307 1.54012 -0.600 0.143 0.099
Si -3.66437 -0.18271 0.17850 0.688 0.558 -0.524
C -3.73745 -1.00202 -1.52715 -0.228 -0.602 0.733
C -5.26699 0.87023 0.10627 0.694 -0.047 0.363
C -2.15087 0.96162 0.39131 -0.525 -0.423 0.540
H -5.08304 -1.78735 1.44166 0.713 0.202 0.065
H -3.87810 -1.09231 2.56747 0.012 -0.106 -0.472
H -3.41329 -2.38925 1.43461 0.119 0.015 0.017
H -4.68432 -1.56090 -1.58550 0.153 0.069 -0.172
H -2.92583 -1.67217 -1.79541 0.165 -0.257 0.198
H -3.71503 -0.23432 -2.27504 -0.179 0.557 -0.403
H -6.10668 0.18173 0.12279 -0.323 -0.045 -0.054
H -5.28077 1.44660 -0.81469 -0.022 0.009 -0.207
H -5.36847 1.58716 0.92312 0.006 -0.093 0.110
H -2.40969 1.76878 -0.33149 0.118 -0.065 0.394
H -2.30328 1.34451 1.42071 0.057 0.245 -0.455
F 3.80203 -2.67342 -2.88020 1.019 0.107 -0.206
C 2.53044 -2.83450 -3.17057 -2.123 -0.640 -0.086
C 1.74491 -1.84249 -3.66034 -0.130 -1.074 0.970
N 0.35679 -1.98627 -3.65805 0.392 -0.705 -0.416
C -0.48320 -0.85508 -3.97189 -0.675 1.356 0.566
C -0.84740 0.16518 -2.80089 -0.384 1.253 0.474
O -1.75246 0.95606 -3.10423 1.264 -1.356 0.419
O -0.12924 0.15439 -1.70745 -0.238 -0.650 -1.135
C -0.27911 -3.21967 -3.42688 -0.727 0.978 -0.609
O -1.49428 -3.38608 -3.51994 1.536 0.108 0.248
N 0.58697 -4.25808 -3.14273 0.026 0.227 0.225
C 1.92553 -4.15062 -2.78917 0.918 0.101 0.901
O 2.49818 -5.05600 -2.18530 -0.448 0.913 -0.987
H 2.15925 -0.89285 -3.98079 -0.235 0.014 0.244
H -1.43480 -1.23672 -4.34699 0.215 0.178 -0.001
H -0.02262 -0.18477 -4.72108 -0.050 -0.615 0.152
H 0.10989 -5.09848 -2.85200 0.115 -0.113 0.035
```
Forces are in eV/Å.

Energy above the lowest of the compared OMol25 structures with the same formula, charge and spin ... 0.2209 eV
HOMO (alpha / beta) ... -1.436 / -1.364 eV
Net charge ... -2
LUMO (alpha / beta) ... 0.144 / 0.144 Ha
2S+1 ... 6

---

4.
Formula: C4H5BiLiO2
Source: the Open Molecules 2025 dataset
Level of theory: wB97M-V/def2-TZVPD

```
13
Properties=species:S:1:pos:R:3:forces:R:3
H 2.73149 -1.80820 -0.28940 0.179 -0.176 -0.113
C 0.55279 -0.88459 0.34669 3.242 4.037 5.350
C 0.84825 0.13842 -0.73272 1.611 -0.893 -1.199
C -0.28921 1.16094 -0.62051 -0.022 0.132 0.670
C -1.14214 0.62711 0.50973 -0.528 -3.234 -2.006
O 1.09487 -0.85445 1.46520 -0.386 -1.792 -3.451
O -0.80894 -0.92065 0.47015 -4.329 2.121 0.436
Li -1.98636 -2.03924 1.51360 0.596 -1.018 -0.250
Bi -2.97985 0.95511 1.54621 0.581 1.015 0.010
H 0.93218 -0.36269 -1.70444 -0.312 0.408 0.025
H 1.82851 0.59745 -0.53861 -0.376 -0.288 0.110
H -0.85025 1.21436 -1.57033 -0.188 -0.039 0.466
H 0.06865 2.17643 -0.39557 -0.068 -0.274 -0.047
```
Forces are in eV/Å.

Energy above the lowest of the compared OMol25 structures with the same formula, charge and spin ... 6.1900 eV
HOMO (alpha / beta) ... -16.713 / -17.698 eV
Net charge ... +2
LUMO (alpha / beta) ... -0.454 / -0.454 Ha
2S+1 ... 2